# C23H21Cl2N3O2

One molecule with the formula C23H21Cl2N3O2 (wB97M-V/def2-TZVPD, the Open Molecules 2025 dataset).

Geometry as XYZ:
```
51
Properties=species:S:1:pos:R:3:forces:R:3:mulliken_charge:R:1
O -0.652 4.129 -0.409 -0.1 0.3 0.1 -0.6784
C -0.500 2.949 -0.159 0.0 -0.2 0.0 -0.0641
C -1.125 2.288 1.034 -0.1 0.2 0.2 0.1546
C -0.460 2.260 2.252 0.0 0.0 -0.2 -0.2966
C -1.056 1.662 3.349 0.0 0.0 0.0 -0.9869
C -2.308 1.085 3.233 -0.1 0.0 0.0 -0.5461
C -2.982 1.113 2.019 0.0 0.0 0.0 0.3687
C -4.336 0.458 1.902 -0.1 0.3 -0.1 -0.7559
O -4.408 -0.779 2.587 0.0 -0.2 0.1 -0.4194
C -3.613 -1.797 2.185 0.1 -0.3 0.1 0.1931
C -2.787 -1.790 1.065 -0.2 0.1 0.1 -0.1378
C -2.013 -2.892 0.742 0.0 -0.2 0.1 -1.0953
C -2.058 -4.022 1.538 -0.1 0.3 0.0 0.3942
Cl -1.092 -5.396 1.142 0.2 -0.2 -0.1 -0.2306
C -2.875 -4.062 2.659 0.0 0.1 -0.1 -0.6446
C -3.640 -2.957 2.973 0.0 0.2 -0.2 0.5500
Cl -4.655 -2.985 4.363 -0.1 -0.1 0.2 -0.2047
C -2.389 1.724 0.924 0.0 0.0 0.2 0.1517
N 0.235 2.122 -0.938 0.1 0.0 -0.2 0.2457
C 0.483 0.727 -0.630 0.1 -0.5 0.1 -0.1457
C 1.037 0.025 -1.866 -0.3 -0.1 0.2 -1.1853
N 2.274 0.644 -2.282 -0.2 0.2 0.0 0.2308
C 3.397 -0.113 -2.443 0.2 -0.3 -0.1 0.8515
C 4.660 0.456 -2.685 0.0 0.1 0.0 -0.6182
C 5.734 -0.385 -2.878 -0.1 -0.1 0.0 -0.4968
C 5.550 -1.762 -2.823 0.1 0.0 0.0 -0.5294
C 4.273 -2.225 -2.567 0.2 -0.1 0.0 -0.4081
N 3.229 -1.438 -2.384 -0.2 0.1 0.0 -0.3055
C 2.328 2.088 -2.200 0.1 0.1 0.0 -0.6178
C 0.918 2.655 -2.100 0.2 0.3 -0.2 -1.2450
H 0.517 2.711 2.339 0.1 0.0 0.0 0.5201
H -0.542 1.643 4.298 0.1 0.0 0.1 0.4140
H -2.770 0.606 4.083 0.0 -0.1 0.1 0.4989
H -4.621 0.334 0.849 0.0 0.0 0.1 0.3762
H -5.095 1.076 2.392 0.1 -0.1 -0.1 0.3774
H -2.740 -0.920 0.432 0.0 0.1 0.0 0.4859
H -1.377 -2.868 -0.129 0.1 0.0 -0.1 0.4820
H -2.915 -4.941 3.281 0.0 -0.1 0.1 0.4432
H -2.909 1.764 -0.024 -0.1 0.0 -0.1 0.4373
H 1.208 0.642 0.191 -0.1 -0.1 -0.1 0.1608
H -0.443 0.242 -0.310 0.1 0.0 0.0 0.3206
H 0.300 0.065 -2.677 0.0 -0.1 0.1 0.1307
H 1.257 -1.022 -1.650 -0.2 0.2 0.0 0.6244
H 4.795 1.524 -2.718 0.0 0.1 0.0 0.2989
H 6.715 0.028 -3.068 0.0 0.0 0.0 0.4044
H 6.371 -2.445 -2.970 0.1 -0.1 0.0 0.3708
H 4.061 -3.284 -2.502 0.1 -0.1 0.0 0.3937
H 2.807 2.495 -3.098 0.0 0.0 0.1 0.6002
H 2.913 2.407 -1.324 0.0 0.1 -0.1 0.4070
H 0.946 3.742 -1.990 0.0 -0.2 -0.1 0.4661
H 0.355 2.418 -3.011 0.1 0.1 0.0 0.2595
```
Forces are in eV/Å.

net charge = 0
E_HOMO = -8.11 eV
E = -57802.5337 eV
energy above the lowest of the compared OMol25 structures with the same formula, charge and spin = 11.5 kcal/mol
HOMO-LUMO gap = 8.6 eV
maximum force = 0.0099 Eh/bohr

# C3H6Br3NOP

A 2-piece molecular cluster, C3H6Br3NOP overall in a non-equilibrium geometry (wB97M-V/def2-TZVPD, the Open Molecules 2025 dataset).

Geometry as XYZ:
```
15
Properties=species:S:1:pos:R:3:forces:R:3:mulliken_charge:R:1
C -0.755 -1.304 0.135 -0.4 -0.5 -0.3 0.5046
C 0.548 0.444 1.146 0.3 0.3 1.0 -0.9492
C 1.136 -0.374 -1.060 0.9 -0.3 -0.7 -0.9013
N 0.023 -0.056 -0.138 -0.3 0.3 0.0 -0.1130
O -0.719 -1.856 1.165 0.1 0.2 0.0 -0.3313
P -1.124 1.168 -1.094 -0.5 0.1 0.4 0.4200
Br -1.737 -1.896 -1.378 0.0 0.0 0.1 0.0198
Br -0.144 3.054 -0.698 -0.1 -0.3 0.0 -0.0377
Br -3.543 0.494 1.372 0.4 0.1 -0.4 -0.0121
H 1.172 1.319 0.986 -0.1 -0.1 -0.2 0.4728
H -0.278 0.691 1.817 0.0 0.0 -0.2 0.3136
H 1.150 -0.331 1.618 -0.1 0.0 -0.1 0.3913
H 1.705 0.534 -1.265 -0.1 0.0 0.1 0.3978
H 1.805 -1.107 -0.606 -0.1 0.0 0.1 0.3999
H 0.760 -0.780 -2.000 -0.1 0.1 0.1 0.4247
```
Forces are in eV/Å.

net charge = +1
E_HOMO (spin up / spin down) = -14.55 / -13.51 eV
E = -226153.2423 eV
energy above the lowest of the compared OMol25 structures with the same formula, charge and spin = 28.5 kcal/mol
HOMO-LUMO gap (spin up / spin down) = 8.1 / 6.6 eV
maximum force = 0.0228 Eh/bohr

# C34H57BF9O34P2S3

A 9-piece molecular cluster, C34H57BF9O34P2S3 overall in a non-equilibrium geometry (wB97M-V/def2-TZVPD, the Open Molecules 2025 dataset).

Geometry as XYZ:
```
140
Properties=species:S:1:pos:R:3:forces:R:3:mulliken_charge:R:1
O -2.165 2.709 3.410 0.4 -3.5 -3.0 -0.6291
C -1.949 1.639 2.793 -0.9 2.0 2.3 0.5392
O -2.426 1.156 1.627 0.0 1.9 0.9 -0.3961
B -1.738 -0.059 1.283 0.4 -1.9 -0.9 0.9387
O -0.986 -0.457 2.493 -0.4 0.2 -0.2 -0.4721
C -1.099 0.493 3.392 2.3 -0.2 2.7 0.6518
O -0.537 0.466 4.497 -1.7 0.4 -2.6 -0.6520
O -0.837 0.044 0.125 0.1 -0.9 -2.3 -0.4727
C -1.151 -0.872 -0.886 1.1 1.0 0.5 0.5680
O -0.603 -1.033 -1.957 -0.7 0.6 2.0 -0.5979
C -2.342 -1.655 -0.340 -3.2 -2.6 -1.5 0.6335
O -2.655 -1.177 0.852 -0.1 -0.1 -0.2 -0.4414
O -2.997 -2.548 -0.965 2.7 3.2 2.3 -0.6705
C -0.380 5.378 -5.283 0.7 -0.7 0.0 -1.1644
C -1.458 4.582 -4.562 0.4 0.7 -0.2 -0.1444
O -2.287 3.820 -5.465 -0.6 -0.2 -0.1 -0.2426
C -3.519 3.443 -5.078 0.4 2.3 2.2 0.3706
O -4.070 3.833 -4.053 0.8 -1.4 -2.3 -0.5544
C -4.179 2.607 -6.194 0.2 0.2 1.3 0.8773
F -4.822 3.439 -7.012 0.0 -0.1 -0.5 -0.2367
F -3.260 1.906 -6.868 -0.8 0.0 0.0 -0.2201
F -5.079 1.808 -5.612 0.2 -0.3 -0.6 -0.2360
H -0.601 6.255 -5.892 -0.6 -0.1 0.2 0.3330
H 0.238 4.716 -5.890 0.0 -0.1 -0.1 0.3081
H 0.257 5.680 -4.452 0.2 0.3 -0.1 0.3593
H -1.999 5.299 -3.945 -0.6 -0.5 0.0 0.3064
H -0.918 3.863 -3.945 -0.3 0.0 0.2 0.2447
C 2.979 -0.538 -10.707 -0.4 1.0 -0.1 -1.1191
C 1.700 -0.059 -9.975 0.9 -1.1 0.4 -0.2040
O 1.006 0.988 -10.604 -1.3 1.2 -2.5 -0.2956
C 0.298 0.772 -11.772 1.5 -0.9 1.9 0.3250
O 0.153 -0.269 -12.343 0.1 0.3 0.3 -0.4921
C -0.320 2.069 -12.276 0.2 -0.4 1.0 0.9009
F 0.378 3.128 -11.860 -0.8 0.3 0.6 -0.2353
F -0.258 2.099 -13.568 -0.4 -0.1 -1.9 -0.2447
F -1.623 2.059 -11.894 0.8 0.8 0.0 -0.2397
H 2.671 -1.118 -11.577 0.5 -0.2 0.2 0.3001
H 3.740 -0.974 -10.060 -0.7 -0.9 0.2 0.3761
H 3.589 0.307 -11.026 -0.5 0.5 -0.5 0.3200
H 1.970 0.365 -9.008 -0.2 -0.2 0.0 0.2971
H 0.978 -0.867 -9.858 0.3 -0.3 0.2 0.3109
C 6.355 3.439 7.171 1.1 -1.2 0.7 -1.0721
C 6.936 1.979 7.099 -1.8 1.6 -0.8 -0.2558
O 8.082 1.793 7.900 2.0 -0.1 0.6 -0.2639
C 9.310 2.225 7.505 -2.2 1.1 -3.8 0.3770
O 9.498 2.860 6.463 -0.1 -1.4 2.7 -0.5397
C 10.453 1.733 8.386 -0.6 -0.4 -1.1 0.8347
F 11.281 0.958 7.641 -0.7 -0.1 0.8 -0.2442
F 11.179 2.773 8.751 0.1 0.1 1.1 -0.2277
F 9.901 1.039 9.396 1.4 0.3 0.0 -0.2284
H 7.081 4.168 6.810 -0.3 0.0 -0.4 0.3065
H 6.237 3.652 8.233 -0.3 0.1 0.0 0.3075
H 5.383 3.445 6.678 0.2 0.3 -0.1 0.3636
H 7.040 1.689 6.053 0.7 0.0 0.1 0.3344
H 6.151 1.338 7.500 0.4 -0.2 0.3 0.3085
C -2.639 -10.734 -5.392 -0.2 -1.0 -0.7 -0.2640
C -1.749 -9.536 -5.189 0.5 -0.3 1.5 -0.2825
O -0.441 -9.948 -5.601 0.7 -1.4 -0.8 -0.2992
S -0.204 -11.554 -5.366 1.0 -1.1 0.5 1.0635
O 0.623 -11.818 -4.163 -2.4 0.9 -3.0 -0.5120
O 0.199 -12.177 -6.633 -1.0 1.5 2.6 -0.5245
O -1.798 -11.891 -5.017 1.0 1.2 -0.3 -0.3213
H -2.998 -10.905 -6.407 0.6 0.2 -0.4 0.2701
H -3.576 -10.751 -4.836 0.5 0.0 0.7 0.2974
H -1.593 -9.409 -4.118 -0.7 0.5 0.2 0.2706
H -2.006 -8.581 -5.646 0.0 -0.4 -0.3 0.3013
C -10.034 0.127 -0.922 -1.2 0.3 0.0 -0.2646
C -8.713 -0.072 -0.310 0.5 -0.2 -0.5 -0.2564
O -8.964 0.136 1.042 -0.3 0.6 3.8 -0.3193
S -10.048 1.332 1.439 0.4 0.5 -1.1 1.0614
O -9.374 2.615 1.705 -1.3 -3.0 -1.1 -0.4979
O -11.074 0.956 2.425 2.3 0.0 -2.7 -0.4996
O -10.576 1.229 -0.170 -0.8 1.4 1.2 -0.3606
H -10.698 -0.729 -0.797 0.0 -0.1 0.1 0.2731
H -9.966 0.361 -1.985 -0.2 0.4 0.2 0.2946
H -7.986 0.646 -0.690 0.2 -0.1 0.1 0.2904
H -8.396 -1.107 -0.443 0.4 0.2 0.2 0.2790
C -4.832 9.683 2.506 -2.2 -0.1 -1.2 -0.3164
C -4.003 8.945 1.464 2.6 1.5 0.0 -0.1867
O -3.554 10.004 0.524 -0.7 1.4 0.5 -0.3117
S -3.982 11.505 1.028 -0.3 0.7 -1.0 1.1091
O -5.140 11.936 0.265 1.5 -0.7 0.9 -0.5452
O -2.862 12.415 1.156 -1.4 -1.8 -0.2 -0.5282
O -4.459 11.060 2.486 1.0 0.1 0.1 -0.3087
H -4.871 9.334 3.538 0.5 -0.1 -0.3 0.3140
H -5.839 9.664 2.089 -0.4 -0.1 0.4 0.2795
H -4.414 8.168 0.820 -0.4 0.1 0.7 0.2785
H -3.039 8.699 1.908 -0.2 -0.9 0.0 0.2157
C 2.418 9.931 6.166 -0.8 -0.6 0.4 -1.0032
C 2.036 9.000 5.026 0.6 0.4 0.1 -0.2105
O 2.468 9.678 3.806 1.5 -1.0 -0.8 -0.2604
P 3.946 9.312 3.220 -0.5 -1.6 0.8 0.7994
O 4.367 9.993 2.012 -0.4 0.5 -0.6 -0.7641
O 4.982 9.509 4.433 -1.6 -0.5 -0.5 -0.1991
C 6.311 9.166 4.112 2.4 0.6 0.3 -0.1191
C 7.159 10.410 3.893 -0.1 0.8 -0.6 -1.2700
O 3.994 7.669 3.069 1.2 2.3 1.9 -0.1950
C 3.600 7.059 1.904 -2.9 -0.6 -1.8 -0.1513
C 4.139 5.690 1.705 2.1 -1.0 0.5 -1.3065
H 3.469 9.857 6.444 -0.2 0.1 0.0 0.2535
H 2.147 10.958 5.922 0.2 0.0 -0.2 0.2611
H 1.763 9.662 6.995 0.3 0.0 0.4 0.3870
H 2.456 7.995 5.062 0.5 0.1 0.2 0.2105
H 0.969 8.776 5.030 -0.2 0.7 -0.6 0.3804
H 6.757 8.674 4.976 -0.4 -0.2 0.2 0.3594
H 6.500 8.499 3.271 -0.9 -0.1 -0.1 0.2085
H 8.212 10.153 3.776 0.1 -0.1 0.6 0.3891
H 6.968 10.971 2.978 -0.6 -0.4 -0.3 0.3118
H 6.976 11.158 4.664 0.4 -0.3 0.4 0.3048
H 2.517 6.968 1.988 -0.4 0.0 -0.2 0.2674
H 3.759 7.637 0.994 0.3 0.4 0.2 0.3365
H 4.376 5.167 2.632 -0.5 0.1 0.4 0.3235
H 3.581 4.978 1.096 -0.3 0.5 -0.1 0.3652
H 5.141 5.778 1.285 0.1 -0.1 -0.4 0.3211
C -2.373 -14.647 0.471 -0.5 1.1 0.4 -1.0691
C -2.750 -13.218 0.972 0.7 -0.6 -1.6 -0.1672
O -2.512 -13.101 2.342 1.4 0.8 2.4 -0.3505
P -1.176 -12.391 2.974 0.1 -0.9 -1.8 0.8890
O -1.277 -12.129 4.412 0.0 -0.1 -0.8 -0.7310
O -0.014 -13.461 2.509 -1.5 0.8 0.8 -0.2903
C 1.301 -13.057 2.244 1.8 1.5 -1.7 0.0028
C 2.427 -14.031 2.481 -0.6 -0.5 1.4 -1.3215
O -0.921 -11.087 1.992 -0.1 -3.3 1.0 -0.2233
C -1.976 -10.142 2.079 1.3 2.4 0.5 -0.3823
C -1.251 -8.938 2.793 -1.1 -0.4 -0.3 -1.1409
H -2.379 -14.707 -0.618 -0.4 0.0 0.0 0.3454
H -1.365 -14.924 0.781 -0.2 0.1 0.3 0.2565
H -3.133 -15.284 0.923 0.3 -0.5 -0.2 0.2836
H -2.187 -12.449 0.443 0.1 0.0 -0.2 0.2487
H -3.808 -13.009 0.816 0.0 -0.1 0.0 0.3694
H 1.407 -12.872 1.175 -0.6 0.3 -0.3 0.2266
H 1.573 -12.097 2.685 -0.4 0.0 0.4 0.3628
H 2.130 -14.999 2.078 0.4 -0.1 0.0 0.3120
H 3.363 -13.667 2.057 -0.3 0.0 -0.4 0.3688
H 2.624 -14.095 3.551 -0.1 -0.5 0.1 0.3314
H -2.243 -9.886 1.054 0.0 0.1 0.0 0.3133
H -2.887 -10.486 2.569 0.2 -0.2 0.3 0.4092
H -0.409 -8.601 2.189 -0.3 0.1 -0.3 0.3009
H -1.963 -8.135 2.985 0.2 0.2 -0.1 0.3825
H -0.794 -9.224 3.740 -0.4 -0.4 0.1 0.2739
```
Forces are in eV/Å.

net charge = -1
E_HOMO = -7.62 eV
E = -182021.5779 eV
HOMO-LUMO gap = 9.0 eV
maximum force = 0.0927 Eh/bohr

# C6H11N3S

A 2-piece molecular cluster, C6H11N3S overall in a non-equilibrium geometry (wB97M-V/def2-TZVPD, the Open Molecules 2025 dataset).

Geometry as XYZ:
```
21
Properties=species:S:1:pos:R:3:forces:R:3:mulliken_charge:R:1
C 1.099 -0.155 -1.916 3.3 -0.8 1.0 -1.1113
C 1.487 1.256 -1.342 0.8 1.7 -3.4 0.4494
C 2.939 1.514 -0.874 0.8 1.5 0.5 -1.2325
C 0.776 1.536 -0.163 -0.7 0.0 0.7 0.1341
N 0.487 1.553 0.945 -1.2 0.3 0.6 -0.0209
S -0.288 1.633 2.383 0.2 0.0 0.3 -0.3299
H 1.911 -0.482 -2.732 -2.0 0.7 1.7 0.2970
H 0.075 -0.223 -2.228 -0.2 0.2 -0.4 0.3854
H 1.192 -0.836 -0.987 0.0 0.6 -1.7 0.2598
H 1.346 2.085 -2.123 -0.5 -1.2 0.9 0.2176
H 3.021 0.878 -0.026 0.7 -0.4 1.0 0.3477
H 3.150 2.663 -0.491 -0.7 -3.0 -1.3 0.2901
H 3.690 1.154 -1.586 -0.2 0.5 -0.1 0.3640
C -3.102 -2.199 1.815 2.2 -3.0 -0.7 -0.8768
N -2.066 -1.183 1.681 -1.2 0.5 1.2 -0.2540
C -1.820 -0.708 0.467 0.0 0.5 -1.1 0.4237
N -1.613 -0.353 -0.618 -0.2 -0.2 0.7 -0.4763
H -2.662 -3.085 2.360 -0.5 0.9 -0.5 0.2647
H -4.045 -2.033 2.217 -1.4 1.5 1.3 0.3298
H -3.370 -2.559 0.841 0.2 -0.4 -0.8 0.3266
H -2.207 -0.456 2.376 0.7 0.2 -0.2 0.2118
```
Forces are in eV/Å.

net charge = 0
E_HOMO = -8.12 eV
E = -21702.6794 eV
energy above the lowest of the compared OMol25 structures with the same formula, charge and spin = 57.2 kcal/mol
HOMO-LUMO gap = 8.9 eV
maximum force = 0.0746 Eh/bohr

# C5H9F

One molecule with the formula C5H9F in a non-equilibrium geometry (wB97M-V/def2-TZVPD, the Open Molecules 2025 dataset).

Geometry as XYZ:
```
15
Properties=species:S:1:pos:R:3:forces:R:3:mulliken_charge:R:1
C -1.829 -1.000 -0.042 -0.5 -1.2 0.3 -0.9244
C -0.351 -0.997 0.069 1.0 -1.5 -0.1 -0.0089
C 0.361 0.104 0.051 2.1 -1.9 0.4 0.6200
C -0.054 1.442 -0.164 -3.0 2.2 -0.6 -1.2909
C 1.859 -0.011 0.231 -0.6 0.4 1.0 -0.6377
F 2.418 -1.131 -0.288 0.3 -1.2 -0.3 -0.2923
H -2.389 -1.445 0.841 0.9 0.3 -1.1 0.2655
H -2.156 -1.498 -0.977 -0.1 0.3 0.6 0.2239
H -2.055 0.045 -0.064 -1.0 0.3 -0.2 0.2339
H 0.357 -1.864 0.047 -1.5 0.1 0.4 0.2933
H 0.285 1.907 -1.102 0.3 -0.3 0.3 0.3022
H 0.262 2.050 0.665 0.0 0.7 0.3 0.2887
H -1.186 1.466 -0.237 1.4 0.5 0.3 0.3140
H 2.245 0.131 1.259 -0.6 -0.3 -0.1 0.2536
H 2.232 0.802 -0.290 1.2 1.7 -1.3 0.3591
```
Forces are in eV/Å.

net charge = 0
E_HOMO = -9.15 eV
E = -8047.0410 eV
energy above the lowest of the compared OMol25 structures with the same formula, charge and spin = 23.1 kcal/mol
HOMO-LUMO gap = 10.2 eV
maximum force = 0.0732 Eh/bohr

The highest E belongs to which entry? C5H9F